{"formula": "C27H33Br2ClN2O2Ta", "method": "ωB97M-V/def2-TZVPD", "homo_energy_ha": -0.6342, "orbital_gap_ev": 6.638, "total_charge": 3, "multiplicity": 1, "total_energy_ev": -189742.74164, "relative_energy_kj_mol": 103.4, "elements": ["Ta", "C", "C", "C", "C", "C", "C", "C", "C", "C", "H", "H", "H", "H", "H", "H", "H", "H", "H", "H", "H", "H", "Br", "C", "Br", "H", "H", "C", "C", "C", "C", "C", "C", "C", "C", "C", "C", "N", "C", "C", "C", "C", "C", "N", "H", "H", "H", "H", "H", "H", "H", "H", "H", "H", "H", "H", "H", "H", "H", "H", "H", "Cl", "C", "C", "O", "O", "H", "H"], "xyz": [[-0.747, 1.654, -0.160], [-1.192, 1.328, -3.923], [-0.507, 0.371, -2.999], [-0.736, -0.985, -3.123], [0.156, -1.925, -2.587], [-0.047, -3.380, -2.862], [1.303, -1.482, -1.903], [1.521, -0.148, -1.679], [2.829, 0.367, -1.171], [0.512, 0.803, -2.075], [-0.748, 1.175, -4.911], [-1.016, 2.372, -3.679], [-2.258, 1.125, -4.019], [-1.531, -1.331, -3.776], [0.230, -3.592, -3.899], [-1.096, -3.664, -2.765], [0.571, -4.009, -2.223], [2.054, -2.206, -1.602], [3.391, 0.754, -2.027], [3.427, -0.414, -0.712], [2.712, 1.200, -0.475], [0.913, 1.809, -2.240], [-2.551, 1.263, 1.440], [-4.646, -2.068, 0.981], [-4.660, -1.437, -0.785], [-5.055, -1.356, 1.690], [-5.046, -3.072, 1.085], [3.546, -0.410, 3.549], [3.225, -0.370, 2.050], [2.152, -1.363, 1.645], [2.546, -2.707, 1.691], [1.706, -3.740, 1.341], [0.421, -3.439, 0.929], [-0.017, -2.122, 0.853], [-1.454, -1.955, 0.360], [-2.157, -2.279, 1.618], [0.841, -1.065, 1.229], [0.433, 0.317, 1.126], [0.788, 1.078, 2.153], [0.685, 2.463, 2.063], [1.013, 3.511, 2.903], [0.758, 4.713, 2.206], [0.272, 4.381, 0.971], [0.214, 3.004, 0.840], [4.332, 0.305, 3.784], [3.898, -1.398, 3.846], [2.681, -0.185, 4.179], [4.135, -0.632, 1.505], [2.993, 0.648, 1.738], [3.559, -2.930, 2.004], [2.046, -4.767, 1.381], [-0.252, -4.238, 0.633], [-1.670, -2.675, -0.426], [-1.691, -0.956, 0.000], [-2.183, -3.319, 1.933], [-3.507, -2.169, 1.295], [-2.152, -1.544, 2.419], [1.156, 0.621, 3.065], [1.413, 3.422, 3.904], [0.920, 5.713, 2.576], [-0.052, 5.012, 0.159], [-3.327, 4.674, -0.141], [-3.071, 4.181, -1.831], [-2.075, 3.081, -1.644], [-2.414, 1.863, -1.430], [-0.831, 3.304, -1.419], [-2.665, 5.009, -2.402], [-3.998, 3.809, -2.256]], "atomic_forces_ev_per_a": [[-0.13, -0.97, -0.68], [0.00, -0.09, -0.14], [-0.08, -0.01, 0.15], [-0.03, -0.08, -0.08], [0.05, 0.09, 0.01], [0.01, 0.02, 0.01], [-0.05, -0.16, -0.05], [-0.08, 0.17, 0.06], [-0.04, 0.03, -0.02], [0.21, 0.10, -0.12], [-0.03, 0.00, -0.02], [0.05, -0.02, -0.03], [0.03, 0.01, 0.01], [0.04, 0.01, 0.03], [0.02, 0.01, 0.01], [0.00, 0.00, 0.00], [-0.01, 0.01, 0.00], [-0.04, 0.01, -0.01], [0.01, -0.01, 0.02], [-0.01, -0.01, 0.01], [-0.01, -0.01, 0.00], [-0.10, 0.00, -0.03], [-0.20, 0.08, 0.16], [-0.12, 0.05, -0.05], [0.00, -0.05, 0.07], [0.04, 0.03, 0.01], [0.06, -0.04, -0.04], [-0.04, 0.00, 0.01], [0.03, -0.04, 0.02], [-0.04, -0.01, -0.03], [0.02, 0.05, 0.03], [0.03, -0.08, 0.00], [-0.06, -0.10, -0.02], [-0.04, 0.09, 0.05], [0.00, 0.01, 0.01], [0.16, 0.07, -0.05], [0.09, -0.17, -0.06], [0.10, 0.12, 0.18], [0.04, -0.23, 0.05], [0.03, 0.30, 0.00], [0.02, -0.13, 0.10], [-0.04, 0.09, -0.10], [0.00, 0.13, 0.09], [0.54, 0.28, 0.52], [0.00, -0.01, 0.00], [-0.01, 0.02, -0.01], [0.02, 0.00, -0.04], [-0.01, -0.01, 0.00], [-0.01, 0.04, -0.01], [-0.02, 0.00, -0.01], [-0.01, 0.03, 0.00], [0.04, 0.03, 0.02], [0.01, 0.02, -0.05], [-0.04, -0.01, -0.01], [-0.06, 0.02, 0.01], [0.01, -0.02, 0.06], [-0.04, -0.01, 0.00], [-0.02, 0.01, -0.01], [-0.02, -0.02, -0.04], [-0.01, -0.03, -0.03], [0.02, 0.03, 0.04], [-0.14, 0.17, 0.07], [0.23, -0.27, -0.23], [-0.39, -0.08, 0.21], [0.10, 0.24, -0.07], [-0.12, 0.26, -0.01], [0.03, 0.03, 0.00], [-0.04, 0.00, 0.02]], "mulliken_charge": [0.9142, -1.6485, 0.4521, -0.6551, 0.4621, -1.7677, 0.0271, 0.3631, -1.8722, -0.9919, 0.5047, 0.3693, 0.4155, 0.5964, 0.4725, 0.4200, 0.3732, 0.4912, 0.5310, 0.3951, 0.2500, 1.2916, -0.1695, -0.2971, 0.0308, 0.3714, 0.4242, -1.3718, -1.0405, 1.3777, -0.9167, -1.5390, -0.7366, 0.2325, -0.4252, 0.0634, -0.2099, 0.8007, -0.2032, -0.3557, -0.5889, -0.9742, -0.2626, 0.5069, 0.4563, 0.3988, 0.3562, 0.6007, 0.4059, 0.5531, 0.4866, 0.6378, 0.5496, -0.0648, 0.6829, -0.9632, 0.5357, 0.9091, 0.5828, 0.4973, 0.6097, -0.0798, -0.6482, 0.6368, -0.4324, -0.6086, 0.3755, 0.4116]}